Formula: C6H27AlB3NO2
Source: OMol25
Level of theory: ωB97M-V with the def2-TZVPD basis set

Results
**Electronic energy**: -20849.579 eV

Element x y z (Å)
Al -0.4038 -1.4536 -0.9205
B -0.8928 -3.5585 -4.3960
H -0.8629 -4.2372 -5.2343
H 0.0846 -3.5599 -3.9389
H -1.1412 -2.5398 -4.6506
H -1.5581 -3.8389 -3.5941
B 3.0365 -4.0713 -0.5025
H 3.4484 -3.0741 -0.5158
H 2.2749 -4.0657 0.2617
H 2.6012 -4.3224 -1.4574
H 3.7800 -4.7914 -0.1976
B 2.9423 -0.3364 -3.3187
H 3.6613 -0.2799 -4.1212
H 2.0071 0.1850 -3.4519
H 2.7768 -1.4015 -3.2687
H 3.4629 -0.1331 -2.3957
C -0.0604 -1.4083 3.5205
O -0.5571 -0.4676 2.6537
C -1.0279 0.5215 3.5536
C -1.4537 1.7882 2.8263
N -2.3242 1.4479 1.6604
C -2.7101 2.7048 1.0932
C -1.4866 3.4951 0.4250
O -0.7052 2.6777 -0.4198
C 0.2819 3.6493 -0.9793
H 0.0020 -2.3985 3.0694
H -0.6129 -1.6863 4.4180
H 0.9567 -1.2099 3.8586
H -0.1226 0.8352 4.0732
H -1.8101 0.1393 4.2094
H -0.4568 2.0895 2.5043
H -1.9815 2.5279 3.4282
H -3.1604 1.0874 2.0974
H -3.3904 3.2715 1.7289
H -3.4133 2.3949 0.3202
H -0.8644 3.8763 1.2347
H -1.8907 4.3678 -0.0882
H 0.6169 4.4367 -0.3040
H -0.1755 4.2299 -1.7805
H 1.1291 3.1086 -1.4010

***

Formula: C18H56N8O10
Source: OMol25
Level of theory: ωB97M-V with the def2-TZVPD basis set

Results
**SMILES string**: NC(N)=O.NC(N)=O.NC(N)=O.NC(N)=O.CC(C)O.CC(C)O.CC(C)O.CC(C)O.CO.CO
**Electronic energy**: -51964.355 eV

Element x y z (Å)
N 0.7243 0.1879 1.9726
C 0.3103 -0.1591 3.1196
N 0.2893 0.7729 4.0216
O -0.2777 -1.4101 3.3806
H 0.7623 -0.5391 1.2486
H 0.9813 1.1239 1.5926
H -0.3177 0.4329 4.8156
H 0.4433 1.8039 3.8706
N -4.1917 -1.2921 -5.0834
C -3.0417 -1.8841 -4.8364
N -1.9787 -1.1431 -4.9524
O -3.0337 -3.1851 -4.3384
H -4.9807 -1.9271 -4.9754
H -4.2857 -0.2921 -5.2684
H -1.1937 -1.6001 -4.5664
H -1.8537 -0.2891 -5.5804
N 0.7393 2.6629 0.5356
C 1.3803 2.3439 -0.5424
N 0.8103 1.3469 -1.2044
O 2.6223 2.8649 -0.8684
H 1.2013 3.2959 1.1406
H -0.2117 2.4149 0.7146
H 1.3873 0.7469 -1.9324
H -0.0177 0.9229 -0.8684
N 2.7143 -0.1371 -2.4924
C 2.8413 0.5239 -3.5774
N 2.8813 1.8259 -3.3624
O 2.8043 -0.0531 -4.8594
H 2.6723 -1.1081 -2.6254
H 3.0363 0.0939 -1.4824
H 2.7723 2.3699 -4.2444
H 2.8163 2.2279 -2.4164
C -0.1277 -1.8961 -2.1594
C -0.2917 -1.9481 -0.6234
C 0.9903 -2.3611 0.1866
O -0.7087 -0.9091 -0.1114
H -0.3727 -0.9351 -2.5474
H -0.8727 -2.4981 -2.5984
H 0.8353 -2.0911 -2.6274
H -1.0387 -2.7321 -0.4704
H 1.2863 -3.3721 -0.0984
H 0.8013 -2.4301 1.2826
H 1.8593 -1.7111 0.1036
H -1.1797 -1.1391 0.6976
C -2.8437 -3.3961 2.3796
C -3.8487 -2.3141 2.4286
C -3.2857 -1.0131 1.8596
O -4.9317 -2.5221 1.8066
H -2.3167 -3.1801 3.3126
H -2.1667 -3.1361 1.5286
H -3.2627 -4.3751 2.3586
H -4.1577 -2.2001 3.4556
H -2.3107 -0.7291 2.2776
H -3.9817 -0.1431 1.9786
H -3.1387 -1.0651 0.7756
H -4.6447 -2.6291 0.9056
C -2.0867 3.7239 2.5746
C -2.5257 2.3759 1.9456
C -3.4277 2.6009 0.6896
O -1.6377 1.6699 1.4686
H -2.9707 4.3189 2.8446
H -1.5467 4.3339 1.7966
H -1.4747 3.6389 3.4606
H -3.1447 1.9159 2.6596
H -3.9907 1.7219 0.3706
H -2.8437 2.9969 -0.1554
H -4.1997 3.2519 0.9156
H -1.2637 1.1259 2.1426
C 5.5343 0.9329 -1.3394
C 5.0563 0.3109 -0.0214
C 5.4903 1.1779 1.1016
O 3.8043 0.0379 0.0116
H 5.2363 0.3719 -2.1534
H 6.6523 0.9919 -1.3704
H 5.1723 1.9239 -1.5394
H 5.6033 -0.6361 0.1406
H 5.2813 0.7229 2.0596
H 4.9403 2.0899 1.1726
H 6.5483 1.4039 1.0406
H 3.5453 -0.3391 0.8556
C 3.0713 -1.8111 3.3476
O 3.1783 -0.8211 2.3496
H 3.6593 -2.6471 3.0656
H 2.0533 -2.1641 3.2436
H 3.3663 -1.5061 4.3526
H 2.3423 -0.2841 2.3066
C -2.8147 0.5169 -2.0344
O -4.0117 1.2399 -2.2954
H -2.3877 0.2399 -3.0354
H -2.8697 -0.3571 -1.3414
H -2.0977 1.1609 -1.5654
H -4.3417 1.5499 -1.5054

***

Number 1: gap between HOMO and LUMO 0.1098 Eh. Number 2: gap between HOMO and LUMO 0.3112 Eh.